(1)
A structure of composition CH2NO2S3 at a distorted geometry. Source: the Open Molecules 2025 dataset; level of theory: wB97M-V/def2-TZVPD.

```
9
CH2NO2S3, DFT wB97M-V/def2-TZVPD
C 0.251 -0.052 0.608
N -1.037 -0.101 0.875
H -3.005 2.429 -1.091
O -2.204 2.481 -0.525
O -3.549 0.109 0.711
S 1.155 -1.272 -0.010
S 0.992 1.636 0.762
H 2.179 1.064 1.006
S -2.308 0.836 0.989
```

As for the HOMO energy: -4.60 eV. Its charge is -1. The value obtained for the HOMO-LUMO gap is 7.52 eV.

=====

(2)
A structure of composition CH2NO3S at a distorted geometry. Source: the Open Molecules 2025 dataset; level of theory: wB97M-V/def2-TZVPD.

```
8
CH2NO3S, DFT wB97M-V/def2-TZVPD
C 1.437 -0.882 0.423
O 2.475 -1.379 0.137
H -1.620 1.748 0.355
N -1.672 0.888 -0.275
O 0.378 -0.751 -1.090
H -1.604 0.120 0.369
O 0.750 -0.472 1.298
S -0.144 0.729 -1.217
```

As for the HOMO energy: -2.69 eV. Its charge is -1. The value obtained for the HOMO-LUMO gap is 6.59 eV.

=====

(3)
A cluster of 2 separate species, CH2NO4P in total at a distorted geometry. Source: the Open Molecules 2025 dataset; level of theory: wB97M-V/def2-TZVPD.

```
9
CH2NO4P, DFT wB97M-V/def2-TZVPD
C 1.337 0.383 -0.240
H 1.404 -1.495 0.963
H 0.920 1.370 -0.663
O 2.547 0.423 0.011
O -2.102 -1.490 0.251
O -1.494 0.950 1.079
P -1.511 -0.114 -0.023
O -1.572 0.472 -1.412
N 0.472 -0.499 0.034
```

As for the HOMO energy: -0.04 eV. Its charge is -2. The value obtained for the HOMO-LUMO gap is 7.01 eV.

=====

(4)
A cluster of 2 separate species, CH2NOS3 in total at a distorted geometry. Source: the Open Molecules 2025 dataset; level of theory: wB97M-V/def2-TZVPD.

```
8
CH2NOS3, DFT wB97M-V/def2-TZVPD
S -3.803 -0.200 -0.344
S 1.429 -1.981 1.055
C -2.320 0.650 0.045
S -1.500 -0.476 -0.880
N 0.238 -1.260 1.939
O -2.057 1.624 0.712
H -0.641 -1.769 2.115
H 0.213 -0.213 1.885
```

As for the HOMO energy (alpha / beta): -3.68 / -2.49 eV. Its charge is -1. The value obtained for the HOMO-LUMO gap (alpha / beta) is 6.94 / 4.80 eV.

=====

(5)
The molecule CH2NP at a distorted geometry. Source: the Open Molecules 2025 dataset; level of theory: wB97M-V/def2-TZVPD.

```
5
CH2NP, DFT wB97M-V/def2-TZVPD
N 0.522 0.827 0.351
H 0.989 1.115 -0.499
C -1.635 0.335 -0.077
P -0.336 -0.519 0.233
H 0.461 -1.758 -0.008
```

As for the HOMO energy (alpha / beta): -8.07 / -9.97 eV. As for the expectation value of S²: 2.019. The value obtained for the HOMO-LUMO gap (alpha / beta) is 7.43 / 7.54 eV. As for the multiplicity: 3.

=====

(6)
The molecule CH2O2S at a distorted geometry. Source: the Open Molecules 2025 dataset; level of theory: wB97M-V/def2-TZVPD.

```
6
CH2O2S, DFT wB97M-V/def2-TZVPD
S -0.284 1.412 -0.416
O -1.028 -0.718 0.786
C -0.176 -0.373 -0.065
O 0.779 -1.181 -0.634
H -0.876 1.407 1.089
H 1.585 -0.546 -0.759
```

As for the HOMO energy: -10.08 eV. The value obtained for the HOMO-LUMO gap is 9.90 eV.

=====

(7)
The molecule CH2O2S at a distorted geometry. Source: the Open Molecules 2025 dataset; level of theory: wB97M-V/def2-TZVPD.

```
6
CH2O2S, DFT wB97M-V/def2-TZVPD
S -1.131 -0.968 -0.070
C -0.015 0.488 -0.186
O 1.221 0.227 -0.732
O 1.055 0.612 0.634
H -0.627 1.258 -0.469
H -0.504 -1.617 0.822
```

As for the HOMO energy: -9.96 eV. The value obtained for the HOMO-LUMO gap is 10.80 eV.

=====

(8)
The molecule CH2O2S at a distorted geometry. Source: the Open Molecules 2025 dataset; level of theory: wB97M-V/def2-TZVPD.

```
6
CH2O2S, DFT wB97M-V/def2-TZVPD
C 0.537 -0.030 -0.157
O -0.002 1.233 -0.142
H -1.351 -1.038 -0.068
H -0.996 1.110 0.503
S 2.157 -0.132 -0.055
O -0.345 -1.143 -0.081
```

As for the HOMO energy: -9.05 eV. The value obtained for the HOMO-LUMO gap is 8.65 eV.

=====

(9)
The molecule CH2O2S at a distorted geometry. Source: the Open Molecules 2025 dataset; level of theory: wB97M-V/def2-TZVPD.

```
6
CH2O2S, DFT wB97M-V/def2-TZVPD
H 1.234 0.074 0.321
O -1.018 -2.015 -1.798
C -0.504 -1.258 -1.035
O 0.699 0.788 -0.055
H -0.082 -1.379 -0.125
S 0.087 0.333 -1.515
```

As for the HOMO energy: -9.69 eV. The value obtained for the HOMO-LUMO gap is 9.98 eV.

=====

(10)
The molecule CH2O2S2 at a distorted geometry. Source: the Open Molecules 2025 dataset; level of theory: wB97M-V/def2-TZVPD.

```
7
CH2O2S2, DFT wB97M-V/def2-TZVPD
C 0.193 -0.275 0.123
H -0.744 -0.254 -0.385
S 0.200 -1.300 1.718
S 1.627 -1.419 0.036
H 0.317 0.686 0.558
O -0.858 -2.274 1.684
O 2.883 -0.659 0.198
```

As for the HOMO energy: -9.40 eV. The value obtained for the HOMO-LUMO gap is 9.26 eV.

=====

(11)
A cluster of 2 separate species, CH2O2S2 in total at a distorted geometry. Source: the Open Molecules 2025 dataset; level of theory: wB97M-V/def2-TZVPD.

```
7
CH2O2S2, DFT wB97M-V/def2-TZVPD
H -1.812 1.996 -1.964
C -0.253 0.323 -1.443
S -1.559 1.185 -0.940
O 1.025 -1.298 1.396
H 1.775 -0.864 1.833
S 0.873 -0.665 -0.900
O -0.048 -0.677 2.018
```

As for the HOMO energy (alpha / beta): -9.78 / -7.22 eV. The value obtained for the HOMO-LUMO gap (alpha / beta) is 9.37 / 5.94 eV.

=====

(12)
The molecule CH2O2S3 at a distorted geometry. Source: the Open Molecules 2025 dataset; level of theory: wB97M-V/def2-TZVPD.

```
8
CH2O2S3, DFT wB97M-V/def2-TZVPD
S 1.202 -0.325 -0.587
H -0.383 -0.342 1.639
S -1.801 -1.707 -0.079
O -2.867 1.018 0.577
S -2.033 0.296 -0.297
O -2.046 0.679 -1.641
H 2.068 -1.011 0.299
C -0.679 -0.429 0.534
```

As for the HOMO energy: -9.86 eV. The value obtained for the HOMO-LUMO gap is 9.19 eV.

=====

(13)
The molecule CH2O3 at a distorted geometry. Source: the Open Molecules 2025 dataset; level of theory: wB97M-V/def2-TZVPD.

```
6
CH2O3, DFT wB97M-V/def2-TZVPD
H 0.237 0.170 -0.846
O -2.666 -0.089 -0.002
C -0.461 0.369 -0.007
O -0.612 1.604 0.006
H -0.035 -0.039 0.891
O -1.487 -0.542 0.008
```

As for the HOMO energy (alpha / beta): -10.04 / -10.04 eV. The value obtained for the HOMO-LUMO gap (alpha / beta) is 6.92 / 6.92 eV.

=====

(14)
The ion CH2O3P2 with charge -2 at a distorted geometry. Source: the Open Molecules 2025 dataset; level of theory: wB97M-V/def2-TZVPD.

```
8
CH2O3P2, DFT wB97M-V/def2-TZVPD
P 0.632 2.867 0.718
H -0.849 -0.691 -0.309
O 0.238 2.960 -0.724
C -0.487 0.298 -0.110
O 0.245 4.029 1.592
P -1.093 1.189 1.230
O 1.976 2.157 0.995
H 0.411 0.854 -0.563
```

As for the HOMO energy: 1.06 eV. Its charge is -2. The value obtained for the HOMO-LUMO gap is 6.43 eV.

=====

(15)
A structure of composition CH2O3P2 at a distorted geometry. Source: the Open Molecules 2025 dataset; level of theory: wB97M-V/def2-TZVPD.

```
8
CH2O3P2, DFT wB97M-V/def2-TZVPD
P -0.619 0.351 -0.731
O 0.673 1.205 -0.798
C -0.664 -0.233 0.878
H -1.390 -1.003 1.081
O 2.140 -0.927 -0.456
P 1.701 0.153 0.384
O -1.215 -0.103 -1.968
H -0.627 0.557 1.610
```

As for the HOMO energy: -10.03 eV. The value obtained for the HOMO-LUMO gap is 9.48 eV.

=====

(16)
A cluster of 2 separate species, CH2O3PS2 in total at a distorted geometry. Source: the Open Molecules 2025 dataset; level of theory: wB97M-V/def2-TZVPD.

```
9
CH2O3PS2, DFT wB97M-V/def2-TZVPD
O 2.910 2.237 -0.248
O 0.782 3.631 -0.316
S 1.691 2.656 -0.917
H 0.443 0.910 -0.681
C -0.255 0.337 -0.054
O 1.712 2.795 -2.369
H -1.606 -1.302 -0.154
S -0.504 0.961 1.440
P -0.505 -1.160 -0.921
```

As for the HOMO energy (alpha / beta): -2.69 / -5.20 eV. As for the expectation value of S²: 2.044. Its charge is -1. The value obtained for the HOMO-LUMO gap (alpha / beta) is 5.59 / 5.91 eV. As for the multiplicity: 3.

=====

(17)
The molecule CH2O3S at a distorted geometry. Source: the Open Molecules 2025 dataset; level of theory: wB97M-V/def2-TZVPD.

```
7
CH2O3S, DFT wB97M-V/def2-TZVPD
O -1.634 -0.221 -0.998
H -0.188 -1.519 0.047
S -2.481 -0.027 0.444
O -0.241 1.432 -0.220
O 0.176 -0.689 0.347
H -0.006 1.689 0.657
C -0.821 0.228 -0.095
```

As for the HOMO energy: -9.24 eV. The value obtained for the HOMO-LUMO gap is 9.26 eV.

=====

(18)
A structure of composition CH2O3S at a distorted geometry. Source: the Open Molecules 2025 dataset; level of theory: wB97M-V/def2-TZVPD.

```
7
CH2O3S, DFT wB97M-V/def2-TZVPD
O 0.191 -1.055 -0.038
S 0.516 0.005 -1.332
H -0.064 -0.051 1.625
O 1.850 0.465 -1.398
O -0.412 1.023 -0.174
C -0.505 -0.112 0.687
H -1.576 -0.275 0.631
```

As for the HOMO energy: -10.83 eV. The value obtained for the HOMO-LUMO gap is 10.84 eV.

=====

(19)
A cluster of 2 separate species, CH2O3S in total at a distorted geometry. Source: the Open Molecules 2025 dataset; level of theory: wB97M-V/def2-TZVPD.

```
7
CH2O3S, DFT wB97M-V/def2-TZVPD
C -0.556 -1.151 -0.067
O -0.633 -0.696 1.027
H -0.082 0.511 -0.934
O -0.316 -0.447 -1.122
O 0.597 1.593 0.241
H -0.407 -2.128 -0.377
S 1.397 2.318 1.233
```

As for the HOMO energy (alpha / beta): -9.99 / -10.42 eV. As for the expectation value of S²: 2.007. The value obtained for the HOMO-LUMO gap (alpha / beta) is 10.69 / 8.79 eV. As for the multiplicity: 3.

=====

(20)
A cluster of 2 separate species, CH2O4S in total at a distorted geometry. Source: the Open Molecules 2025 dataset; level of theory: wB97M-V/def2-TZVPD.

```
8
CH2O4S, DFT wB97M-V/def2-TZVPD
S -0.750 -0.562 -0.172
O -0.061 0.720 -0.819
C 1.948 -1.302 0.114
O -0.983 -1.636 -1.149
O 2.219 -2.296 0.584
H -1.887 -0.322 0.344
O 0.012 -0.922 1.014
H 0.911 0.430 -0.739
```

As for the HOMO energy: -11.44 eV. The value obtained for the HOMO-LUMO gap is 11.86 eV.

=====

no.,total energy (a.u.)
1,-1439.09003
2,-718.01177
3,-736.37557
4,-1363.86862
5,-435.10353
6,-587.92859
7,-587.82096
8,-587.91147
9,-587.91956
10,-986.06317
11,-985.91184
12,-1384.22556
13,-264.75105
14,-947.73352
15,-947.75464
16,-1402.68809
17,-663.14543
18,-663.14171
19,-663.14919
20,-738.38267